#P
{"formula": "C4H12", "method": "the ωB97M-V functional and the def2-TZVPD basis", "symbols": ["C", "C", "C", "C", "H", "H", "H", "H", "H", "H", "H", "H", "H", "H", "H", "H"], "xyz": [[2.22290, -0.70316, 0.85291], [-1.15951, 1.18534, -0.53274], [-2.44044, 0.53584, -0.07094], [1.32908, -0.93278, -0.29176], [-0.33027, 0.47215, -0.95317], [-2.42069, -0.02364, 0.93725], [1.82772, -0.40711, -1.25469], [-2.77336, -0.21821, -0.82299], [-3.25433, 1.22936, 0.03909], [-1.23936, 1.85107, -1.34068], [0.27731, -0.54880, -0.30208], [1.29476, -2.10142, -0.53213], [1.81563, -1.22015, 1.71026], [2.41325, 0.33061, 1.28674], [3.28766, -1.07479, 0.85728], [-0.85036, 1.62569, 0.41765]], "lowdin_spin": [0.100, 0.178, 0.288, 0.107, 0.009, 0.055, 0.018, 0.042, 0.048, 0.031, 0.010, 0.024, 0.023, 0.018, 0.011, 0.039], "charge": -1, "gap_ev": [2.65, 11.15], "spin_multiplicity": 2, "e_homo_ha": [0.0568, -0.2552]}

---

#Q
{"formula": "C4H12", "method": "the ωB97M-V functional and the def2-TZVPD basis", "symbols": ["C", "C", "C", "C", "H", "H", "H", "H", "H", "H", "H", "H", "H", "H", "H", "H"], "xyz": [[0.43233, 2.33225, -1.00859], [0.98062, -2.36461, 0.78711], [-1.05650, 2.05748, -0.65102], [-0.45273, -1.93756, 0.90837], [1.22411, -3.34504, 1.27732], [0.74142, 3.36145, -0.68320], [0.63407, 2.04432, -2.15603], [-0.70474, -0.88984, 0.48380], [-1.24947, -2.60533, 0.34758], [-1.63004, 2.39248, -1.59165], [1.16689, 1.58824, -0.67791], [1.69459, -1.85725, 1.42557], [1.35670, -2.37536, -0.24693], [-0.83089, -1.81495, 2.04669], [-1.19736, 2.51778, 0.28698], [-1.10901, 0.89594, -0.54809]], "lowdin_spin": [0.188, 0.163, 0.169, 0.151, 0.017, 0.020, 0.037, 0.019, 0.023, 0.022, 0.041, 0.034, 0.037, 0.026, 0.030, 0.024], "charge": -1, "gap_ev": [2.86, 11.68], "spin_multiplicity": 2, "e_homo_ha": [0.0546, -0.2654]}

---

Here are the energies relative to the best structure, in kcal/mol: #P 5.2; #Q 0.0.